{
  "formula": "C4H12N2S",
  "method": "the ωB97M-V functional and the def2-TZVPD basis",
  "mol_weight_g_mol": 120.22,
  "gap_ev": 9.5,
  "total_energy_ha": -667.2426,
  "de_lowest_kcal_mol": 32.8,
  "e_lumo_ev": 0.853,
  "species": ["N", "C", "C", "N", "C", "C", "S", "H", "H", "H", "H", "H", "H", "H", "H", "H", "H", "H", "H"],
  "coordinates": [[-1.434, -2.143, -0.203], [-0.205, -1.613, -0.791], [0.247, -0.121, -0.604], [1.704, -0.163, -0.311], [-0.590, 0.649, 0.466], [-0.057, 1.877, 1.263], [1.120, 3.088, 0.367], [-2.225, -1.754, -0.734], [-1.701, -1.743, 0.692], [0.515, -2.327, -0.378], [-0.093, -1.742, -1.884], [-0.023, 0.475, -1.488], [1.895, -1.096, 0.031], [2.122, -0.247, -1.242], [-0.748, -0.079, 1.297], [-1.606, 0.768, 0.087], [0.509, 1.739, 2.178], [-0.994, 2.327, 1.634], [1.564, 2.105, -0.381]]
}

{
  "formula": "C27H15BrLuN6OS4Se",
  "method": "the ωB97M-V functional and the def2-TZVPD basis",
  "mol_weight_g_mol": 901.56,
  "charge": 1,
  "gap_ev": 4.9,
  "total_energy_ha": -9245.3832,
  "de_lowest_kcal_mol": 20.0,
  "e_lumo_ev": -4.298,
  "species": ["Lu", "Se", "N", "C", "C", "C", "C", "C", "N", "C", "C", "N", "C", "C", "C", "C", "C", "N", "H", "H", "H", "H", "H", "H", "O", "C", "S", "C", "C", "S", "S", "S", "Br", "C", "C", "C", "C", "C", "C", "N", "C", "C", "C", "C", "C", "C", "N", "H", "H", "H", "H", "H", "H", "H", "H", "H"],
  "coordinates": [[0.462, -0.962, -1.007], [-2.295, 6.728, -0.736], [-0.660, 6.024, -0.822], [-0.819, 4.733, -0.943], [0.296, 3.789, -1.048], [1.617, 4.233, -1.066], [2.619, 3.307, -1.187], [2.283, 1.959, -1.260], [1.026, 1.512, -1.230], [0.037, 2.427, -1.143], [-1.353, 1.931, -1.194], [-1.540, 0.601, -1.333], [-2.795, 0.164, -1.446], [-3.912, 0.986, -1.403], [-3.724, 2.334, -1.228], [-2.424, 2.821, -1.128], [-2.164, 4.254, -0.978], [-3.111, 5.149, -0.884], [1.819, 5.294, -0.995], [3.660, 3.596, -1.223], [3.065, 1.221, -1.339], [-2.929, -0.894, -1.590], [-4.898, 0.557, -1.508], [-4.553, 3.028, -1.178], [5.903, -5.625, -1.693], [4.995, -4.848, -1.647], [3.284, -5.329, -1.632], [2.633, -3.708, -1.593], [3.496, -2.698, -1.586], [3.038, -1.000, -1.585], [5.204, -3.082, -1.626], [0.887, -3.530, -1.544], [3.641, 1.915, 5.247], [2.527, 0.980, 4.061], [1.258, 0.595, 4.478], [0.427, -0.088, 3.607], [0.867, -0.384, 2.323], [2.132, 0.002, 1.917], [2.972, 0.684, 2.786], [0.052, -1.078, 1.356], [-0.965, -1.746, 1.708], [-1.800, -2.486, 0.737], [-2.808, -3.308, 1.193], [-3.507, -4.079, 0.268], [-3.153, -4.000, -1.062], [-2.130, -3.136, -1.438], [-1.477, -2.382, -0.557], [0.919, 0.834, 5.476], [-0.565, -0.350, 3.952], [2.514, -0.278, 0.938], [3.968, 0.965, 2.472], [-1.230, -1.870, 2.757], [-3.027, -3.360, 2.251], [-4.299, -4.739, 0.593], [-3.646, -4.599, -1.815], [-1.817, -3.061, -2.472]]
}

{
  "formula": "C18H51N3O6",
  "method": "the ωB97M-V functional and the def2-TZVPD basis",
  "s_squared": 0.754,
  "mol_weight_g_mol": 405.62,
  "charge": 1,
  "gap_ev": [8.0, 2.2],
  "total_energy_ha": -1331.5963,
  "spin_multiplicity": 2,
  "de_lowest_kcal_mol": 19.0,
  "e_lumo_ev": [-3.112, -8.838],
  "species": ["C", "C", "C", "O", "C", "N", "H", "H", "H", "H", "H", "H", "H", "H", "H", "H", "H", "C", "C", "C", "O", "C", "N", "H", "H", "H", "H", "H", "H", "H", "H", "H", "H", "H", "C", "C", "C", "O", "C", "N", "H", "H", "H", "H", "H", "H", "H", "H", "H", "H", "H", "C", "C", "O", "H", "H", "H", "H", "H", "H", "C", "C", "O", "H", "H", "H", "H", "H", "H", "C", "C", "O", "H", "H", "H", "H", "H", "H"],
  "coordinates": [[-3.363, 0.743, 2.107], [-3.677, -0.398, 1.132], [-3.588, -1.790, 1.734], [-4.652, -1.897, 2.818], [-4.680, -3.134, 3.464], [-5.059, -0.200, 0.742], [-3.429, 1.683, 1.560], [-2.332, 0.612, 2.434], [-4.033, 0.791, 2.965], [-3.061, -0.361, 0.233], [-2.607, -2.080, 2.110], [-3.852, -2.472, 0.926], [-3.732, -3.341, 3.960], [-4.954, -3.894, 2.732], [-5.426, -3.125, 4.259], [-5.647, 0.006, 1.537], [-5.530, -1.019, 0.383], [-2.296, 5.331, -1.393], [-1.619, 4.664, -0.185], [-0.494, 3.742, -0.656], [0.396, 4.495, -1.438], [1.523, 3.671, -1.624], [-1.199, 5.777, 0.694], [-2.383, 4.568, -2.167], [-1.772, 6.209, -1.772], [-3.318, 5.567, -1.095], [-2.349, 4.131, 0.424], [-0.843, 2.903, -1.259], [-0.035, 3.315, 0.236], [1.387, 2.627, -1.904], [2.198, 3.721, -0.769], [2.103, 4.103, -2.440], [-0.360, 6.144, 0.268], [-1.794, 6.582, 0.559], [0.062, -0.708, -3.996], [1.332, -1.488, -4.431], [1.716, -2.645, -3.459], [1.856, -2.146, -2.128], [2.288, -3.127, -1.233], [0.896, -1.945, -5.681], [0.210, -0.333, -2.984], [-0.787, -1.389, -3.942], [-0.156, 0.187, -4.579], [2.202, -0.833, -4.475], [2.582, -3.224, -3.779], [0.955, -3.425, -3.437], [1.552, -3.905, -1.030], [2.481, -2.677, -0.259], [3.191, -3.629, -1.580], [0.979, -1.322, -6.471], [1.427, -2.766, -5.934], [0.564, -3.247, 2.263], [-0.406, -4.416, 2.338], [0.423, -5.397, 2.784], [1.618, -3.483, 2.114], [0.551, -2.585, 3.128], [0.195, -2.698, 1.396], [-0.783, -4.882, 1.428], [-1.186, -4.289, 3.088], [0.727, -5.098, 3.644], [0.039, 0.127, 0.161], [1.565, 0.437, 0.166], [2.052, 0.230, -1.141], [-0.371, 0.140, 1.171], [-0.202, -0.898, -0.122], [-0.497, 0.798, -0.510], [2.065, -0.277, 0.820], [1.816, 1.394, 0.623], [1.747, -0.641, -1.407], [5.095, 1.325, 1.091], [5.320, 1.863, 2.466], [6.177, 0.925, 3.047], [4.755, 0.290, 1.081], [6.044, 1.219, 0.565], [4.396, 1.913, 0.497], [4.408, 1.994, 3.047], [5.719, 2.873, 2.373], [5.861, 0.081, 2.717]]
}